A 2-piece molecular cluster, C2H7NO2 overall in a non-equilibrium geometry, computed with ωB97M-V/def2-TZVPD.

Values from the calculation:
- energy relative to the best compared isomer or geometry (same formula, charge and spin) (kcal/mol) = 45.0
- Kohn-Sham gap (hartree) = 0.3979
- E_LUMO (eV) = 0.88
- SMILES = CNC=O.O
- maximum force (eV/A) = 4.30

```
12
C2H7NO2 ωB97M-V/def2-TZVPD
C -0.740 1.822 -1.143
N 0.421 1.845 -1.967
C 0.933 0.596 -2.511
O -1.257 2.929 -0.833
H -1.106 0.806 -0.654
H 1.162 2.322 -1.499
H 0.043 -0.056 -2.748
H 1.545 0.038 -1.831
H 1.628 0.823 -3.303
H -1.654 -3.773 5.482
H -0.191 -3.840 5.145
O -0.784 -3.512 5.861
```

***

C39H52BMnN4OS4 as an isolated structure, computed with ωB97M-V/def2-TZVPD.

Values from the calculation:
- Kohn-Sham gap (spin up / spin down) (hartree) = 0.2624 / 0.1908
- E_LUMO (spin up / spin down) (eV) = -3.45 / -5.50
- net charge = +1
- spin multiplicity = 2
- maximum force (eV/A) = 0.44

```
102
C39H52BMnN4OS4 ωB97M-V/def2-TZVPD
Mn 1.321 0.319 -0.055
O 4.413 6.129 -1.308
C 3.836 5.108 -1.142
S 2.280 4.978 -0.258
C 2.114 3.273 -0.433
C 3.135 2.588 -1.121
S 3.051 0.918 -1.368
S 4.449 3.519 -1.718
S 0.750 2.481 0.150
C -2.771 -1.448 -4.053
C -1.288 -1.460 -3.667
C -0.794 -0.029 -3.437
C -1.018 -2.487 -2.571
C -0.547 -3.736 -2.976
C -0.325 -4.756 -2.068
C -0.614 -4.562 -0.727
C -1.094 -3.339 -0.270
C -1.413 -3.138 1.202
C -0.155 -2.782 2.000
C -2.105 -4.356 1.814
C -1.242 -2.299 -1.198
N -1.620 -1.015 -0.700
B -0.896 0.088 -0.093
N -1.950 1.029 0.228
C -3.176 0.482 -0.149
C -2.986 -0.727 -0.689
C -2.025 2.320 0.855
C -2.038 2.398 2.247
C -2.092 3.661 2.833
C -2.193 4.801 2.056
C -2.271 4.692 0.676
C -2.189 3.455 0.049
C -2.318 3.371 -1.461
C -3.774 3.606 -1.878
C -1.407 4.352 -2.202
C -2.051 1.162 3.122
C -3.259 1.149 4.058
C -0.746 1.040 3.897
H -2.913 -0.891 -4.980
H -3.370 -0.965 -3.279
H -3.151 -2.459 -4.203
H -0.741 -1.838 -4.536
H -1.444 0.526 -2.762
H -0.778 0.502 -4.391
H 0.226 0.009 -3.040
H -0.349 -3.903 -4.028
H 0.055 -5.710 -2.409
H -0.471 -5.376 -0.029
H -2.099 -2.293 1.280
H 0.606 -3.562 1.890
H -0.387 -2.696 3.064
H 0.264 -1.822 1.684
H -1.419 -5.196 1.933
H -2.944 -4.689 1.202
H -2.485 -4.107 2.805
H -4.096 1.015 0.024
H -3.708 -1.432 -1.065
H -2.083 3.750 3.912
H -2.245 5.774 2.527
H -2.398 5.585 0.079
H -2.044 2.360 -1.768
H -4.082 4.628 -1.644
H -4.457 2.930 -1.361
H -3.894 3.457 -2.952
H -1.663 5.387 -1.971
H -1.522 4.222 -3.280
H -0.356 4.201 -1.956
H -2.132 0.292 2.467
H -3.217 1.966 4.780
H -3.290 0.214 4.621
H -4.192 1.243 3.502
H -0.582 1.912 4.535
H 0.090 0.966 3.201
H -0.751 0.152 4.533
N 1.554 -1.597 -0.844
C 2.753 -2.155 -1.425
C 3.058 -1.896 -2.753
C 4.197 -2.454 -3.313
C 5.022 -3.273 -2.555
C 4.693 -3.549 -1.235
C 3.555 -2.995 -0.670
H 1.242 -2.202 -0.088
H 0.807 -1.664 -1.534
H 2.408 -1.266 -3.349
H 4.437 -2.249 -4.347
H 5.908 -3.708 -2.995
H 5.318 -4.206 -0.645
H 3.278 -3.235 0.350
C 2.547 -0.854 3.546
C 2.921 0.086 2.401
C 4.253 -0.348 1.786
C 2.984 1.542 2.866
N 1.896 0.030 1.348
H 3.431 -0.998 4.167
H 2.230 -1.828 3.171
H 1.757 -0.443 4.167
H 5.040 -0.191 2.525
H 4.488 0.230 0.894
H 4.235 -1.405 1.528
H 3.590 1.594 3.770
H 1.988 1.923 3.097
H 3.439 2.174 2.102
```

***

C12H12AgCl3GeNS5 as an isolated structure, computed with ωB97M-V/def2-TZVPD.

Values from the calculation:
- energy relative to the best compared isomer or geometry (same formula, charge and spin) (kcal/mol) = 0.9
- Kohn-Sham gap (spin up / spin down) (hartree) = 0.2138 / 0.2004
- E_LUMO (spin up / spin down) (eV) = 4.08 / 4.08
- net charge = -2
- spin multiplicity = 2
- maximum force (eV/A) = 0.83

```
35
C12H12AgCl3GeNS5 ωB97M-V/def2-TZVPD
Ag -1.060 1.012 -0.625
C 0.444 -2.559 -1.095
C 1.756 -1.817 -1.087
C 2.963 -2.471 -0.902
C 4.188 -1.807 -0.919
C 4.169 -0.427 -1.127
C 2.994 0.276 -1.321
C 2.980 1.764 -1.551
C 1.740 -0.410 -1.315
N 0.608 0.246 -1.564
H 0.496 -3.454 -0.469
H 0.160 -2.867 -2.107
H -0.367 -1.927 -0.727
H 2.940 -3.545 -0.724
H 5.118 -2.340 -0.758
H 5.105 0.128 -1.134
H 3.926 2.217 -1.243
H 2.167 2.238 -0.995
H 2.808 2.004 -2.607
Cl -3.463 -1.386 -3.927
Ge -3.398 0.350 -2.434
Cl -4.297 1.929 -3.825
Cl -5.350 -0.192 -1.326
C -3.544 -0.518 1.697
S -1.739 -0.456 1.801
C -1.532 0.977 2.779
C -1.671 2.250 2.330
S -2.135 2.827 0.775
S -1.399 3.445 3.592
C -1.028 2.409 4.915
S -0.773 2.946 6.467
S -1.124 0.765 4.465
H -3.791 -1.243 0.923
H -3.919 0.456 1.385
H -3.972 -0.820 2.652
```

***

C13H13NP as an isolated structure in a non-equilibrium geometry, computed with ωB97M-V/def2-TZVPD.

Values from the calculation:
- energy relative to the best compared isomer or geometry (same formula, charge and spin) (kcal/mol) = 68.2
- Kohn-Sham gap (hartree) = 0.2494
- E_LUMO (eV) = -4.04
- net charge = +1
- maximum force (eV/A) = 6.73

```
28
C13H13NP ωB97M-V/def2-TZVPD
C 1.763 -2.716 1.312
C -2.987 -0.955 -0.197
C 2.974 -2.121 0.774
C -3.202 0.269 0.407
C 0.598 -2.098 0.908
C -1.723 -1.397 -0.286
C 2.945 -0.998 -0.002
C -2.306 1.295 0.477
C 0.590 -0.941 0.078
C -0.665 -0.548 -0.119
C 1.769 -0.293 -0.267
C -0.940 0.833 0.064
C 0.126 1.848 -0.087
N -0.369 3.129 -0.649
P 1.596 1.258 -0.929
H 1.752 -3.758 1.798
H -3.776 -1.603 -0.407
H 3.923 -2.618 0.881
H -4.252 0.600 0.539
H -0.393 -2.415 1.222
H -1.519 -2.463 -0.434
H 3.918 -0.607 -0.401
H -2.455 2.253 0.875
H -1.316 3.520 -0.519
H -0.229 3.055 -1.733
H 0.160 3.833 -0.256
H 2.802 1.739 -0.544
H 1.217 1.900 -2.504
```